ORCA calculation (the ωB97M-V functional and the def2-TZVPD basis) on a 2-piece molecular cluster, C3H4O2S overall at a distorted geometry.

Results
* molecular weight: 104.13 u
* SMILES string: O=C1CC1.O=S
* F_max: 0.0872 Eh/bohr
* E: -665.22123 Ha
* HOMO (alpha / beta): -9.092 / -9.124 eV

XYZ file:
```
10
Properties=species:S:1:pos:R:3:nbo_charge:R:1
C -0.34 0.48 0.71 0.60
C -1.66 -0.22 0.61 -0.54
C -0.55 -0.16 -0.59 -0.51
O 3.72 -0.82 -0.55 -0.70
O 0.39 1.10 1.43 -0.49
S 3.83 0.62 -0.74 0.70
H -1.92 -1.12 1.22 0.25
H -2.57 0.29 0.17 0.24
H -0.84 0.71 -1.18 0.23
H -0.05 -0.88 -1.07 0.23
```


ORCA calculation (the ωB97M-V functional and the def2-TZVPD basis) on a 17-piece molecular cluster, C86H93F9O24 overall at a distorted geometry.

Results
* molecular weight: 1681.65 u
* F_max: 0.0960 Eh/bohr
* E: -6037.41848 Ha
* HOMO: -9.040 eV

XYZ file:
```
212
Properties=species:S:1:pos:R:3:mulliken_charge:R:1
C -1.52 -7.84 2.82 -1.60
C -1.40 -6.55 3.63 1.10
C -2.53 -6.53 4.67 -0.32
O -1.82 -6.94 5.84 -0.39
C -0.55 -6.79 5.75 0.79
O 0.34 -7.04 6.58 -0.67
O -0.29 -6.55 4.52 -0.44
H -0.72 -7.88 2.08 0.28
H -2.43 -7.89 2.22 0.37
H -1.49 -8.74 3.42 0.41
H -1.30 -5.67 3.01 -0.03
H -3.31 -7.26 4.49 0.36
H -2.92 -5.53 4.88 0.18
C -4.21 0.68 -7.37 -1.68
C -2.75 1.17 -7.35 0.82
C -2.51 2.40 -8.09 -0.54
O -1.87 3.21 -7.19 -0.38
C -1.82 2.62 -5.98 0.29
O -1.23 3.06 -5.03 -0.48
O -2.48 1.49 -5.99 0.16
H -4.44 0.11 -8.27 0.42
H -4.95 1.47 -7.23 0.47
H -4.38 0.00 -6.54 0.20
H -2.13 0.34 -7.69 0.07
H -3.47 2.85 -8.34 0.32
H -1.95 2.16 -8.99 0.34
C 3.18 3.00 4.81 -0.99
C 4.12 4.04 4.17 0.86
C 3.63 4.71 2.86 0.34
O 3.93 6.04 2.97 -0.37
C 4.43 6.26 4.23 0.51
O 4.91 7.32 4.59 -0.62
O 4.42 5.20 4.95 -0.39
H 2.43 3.52 5.41 0.33
H 3.73 2.30 5.45 0.43
H 2.77 2.41 3.99 -0.14
H 5.02 3.48 3.89 0.10
H 2.56 4.58 2.71 -0.12
H 4.04 4.29 1.95 0.07
C -4.53 1.81 -3.08 -1.56
C -3.39 2.18 -2.09 1.73
C -3.04 3.70 -2.18 0.20
O -3.05 4.08 -0.85 -0.36
C -3.42 3.10 -0.02 0.42
O -3.48 3.18 1.23 -0.32
O -3.85 2.06 -0.78 -0.26
H -4.34 1.97 -4.14 0.22
H -5.46 2.27 -2.77 0.49
H -4.69 0.73 -3.10 0.27
H -2.52 1.60 -2.38 -0.81
H -3.86 4.22 -2.69 0.39
H -2.06 3.95 -2.57 -0.44
C 1.06 5.14 -2.65 -1.22
C 1.74 5.17 -1.27 1.25
C 2.25 3.85 -0.81 2.19
O 3.63 4.02 -0.64 -0.56
C 4.03 5.30 -1.09 0.46
O 5.18 5.69 -1.09 -0.59
O 2.91 5.96 -1.41 -0.45
H 0.93 6.07 -3.18 0.50
H 0.02 4.83 -2.56 -0.08
H 1.55 4.42 -3.32 0.26
H 1.10 5.65 -0.52 -0.04
H 2.10 3.09 -1.58 -1.31
H 1.69 3.51 0.06 -0.37
C 1.42 1.02 -7.00 -1.38
C 2.50 0.68 -6.05 0.63
C 2.33 1.27 -4.62 -0.13
O 2.48 0.11 -3.80 0.16
C 2.68 -0.95 -4.56 0.33
O 2.86 -2.09 -4.15 -0.53
O 2.56 -0.68 -5.88 -0.37
H 0.42 0.65 -6.77 0.01
H 1.68 0.57 -7.96 0.48
H 1.25 2.08 -7.20 0.44
H 3.48 0.93 -6.44 0.20
H 1.38 1.79 -4.53 -0.14
H 3.15 1.88 -4.23 0.36
C -2.79 0.95 4.61 -0.92
C -3.87 1.86 5.28 0.64
C -4.71 2.75 4.32 0.60
O -6.10 2.32 4.64 -0.39
C -6.09 1.47 5.64 0.55
O -7.10 1.06 6.18 -0.59
O -4.81 1.03 5.86 -0.43
H -2.41 0.29 5.39 0.46
H -1.98 1.59 4.25 0.03
H -3.14 0.30 3.82 0.20
H -3.32 2.42 6.04 0.03
H -4.54 2.51 3.27 -0.13
H -4.59 3.83 4.44 -0.14
C 2.01 -0.45 4.75 -1.47
C 1.25 -1.64 4.27 1.82
C 1.61 -2.92 5.02 -0.22
O 0.40 -3.58 5.19 -0.32
C -0.64 -2.76 4.81 0.45
O -1.84 -2.97 4.83 -0.59
O -0.16 -1.59 4.42 -0.23
H 2.03 -0.47 5.84 0.45
H 1.56 0.50 4.47 -0.06
H 3.00 -0.41 4.31 0.37
H 1.42 -1.84 3.21 -0.56
H 2.16 -2.69 5.94 0.29
H 2.32 -3.47 4.41 0.16
F 2.80 1.77 1.82 0.63
C 3.76 1.07 1.25 0.71
C 4.99 0.92 1.91 -0.66
C 5.87 -0.05 1.45 -0.79
C 5.60 -0.77 0.30 -1.09
C 4.50 -0.39 -0.47 -1.14
C 3.55 0.52 0.01 0.35
H 5.26 1.42 2.83 0.21
H 6.80 -0.23 1.96 0.42
H 6.23 -1.63 0.14 0.44
H 4.22 -0.91 -1.38 0.68
H 2.60 0.66 -0.47 0.39
F -0.07 2.38 -1.77 -0.23
C -0.21 1.30 -1.00 0.31
C 0.15 0.07 -1.50 -0.19
C 0.24 -1.00 -0.69 -0.62
C 0.13 -0.86 0.69 0.40
C -0.34 0.34 1.24 -0.14
C -0.50 1.47 0.41 -0.20
H 0.42 -0.08 -2.54 -0.47
H 0.74 -1.88 -1.07 0.06
H 0.21 -1.74 1.30 0.25
H -0.43 0.46 2.31 0.03
H -0.72 2.47 0.76 0.73
F 5.72 -6.79 -6.04 -0.36
C 4.82 -6.52 -5.05 0.29
C 3.67 -5.81 -5.38 -0.34
C 2.72 -5.55 -4.42 -0.49
C 2.95 -5.96 -3.13 -0.72
C 4.08 -6.75 -2.83 -0.48
C 5.04 -6.99 -3.81 -0.38
H 3.49 -5.39 -6.36 0.42
H 1.84 -4.97 -4.68 0.52
H 2.22 -5.88 -2.34 0.64
H 4.25 -7.15 -1.84 0.44
H 5.90 -7.56 -3.50 0.44
F 2.54 -4.02 2.21 -0.01
C 3.57 -4.16 1.30 0.10
C 3.40 -3.79 -0.02 0.43
C 4.44 -3.91 -0.94 -0.59
C 5.64 -4.49 -0.50 -0.86
C 5.76 -4.97 0.83 -0.77
C 4.75 -4.76 1.72 -0.34
H 2.41 -3.50 -0.34 0.21
H 4.27 -3.70 -1.99 0.47
H 6.52 -4.48 -1.13 0.47
H 6.74 -5.33 1.12 0.40
H 4.88 -5.04 2.75 0.47
F -0.34 3.68 3.05 0.12
C -1.10 4.32 3.97 0.44
C -0.84 4.13 5.30 -0.35
C -1.66 4.77 6.25 -1.00
C -2.73 5.54 5.75 -0.40
C -2.98 5.66 4.40 -1.09
C -2.15 5.05 3.49 0.10
H 0.00 3.53 5.60 0.44
H -1.57 4.69 7.32 0.46
H -3.43 6.02 6.42 0.38
H -3.81 6.23 4.00 0.46
H -2.34 5.25 2.45 0.35
F -1.00 -1.63 -7.08 -0.41
C -1.77 -2.07 -6.04 -0.35
C -2.93 -2.79 -6.30 -0.35
C -3.87 -3.13 -5.36 -0.89
C -3.55 -2.71 -4.08 -0.54
C -2.35 -2.12 -3.73 -0.43
C -1.47 -1.76 -4.74 0.35
H -3.02 -3.15 -7.32 0.41
H -4.76 -3.72 -5.55 0.55
H -4.17 -3.02 -3.25 0.37
H -2.09 -1.89 -2.71 0.86
H -0.58 -1.16 -4.58 0.42
F -3.56 -4.15 2.04 -0.09
C -4.07 -3.09 1.42 -0.31
C -5.20 -3.33 0.67 -0.53
C -5.66 -2.32 -0.16 -0.73
C -5.02 -1.04 -0.16 -0.51
C -3.89 -0.80 0.65 -0.19
C -3.41 -1.85 1.40 0.17
H -5.74 -4.25 0.85 0.46
H -6.53 -2.49 -0.79 0.45
H -5.42 -0.27 -0.81 0.46
H -3.43 0.17 0.82 0.30
H -2.57 -1.74 2.07 0.44
F -3.81 -5.85 -2.96 -0.31
C -2.73 -6.19 -2.15 0.18
C -2.10 -5.13 -1.52 0.22
C -1.08 -5.46 -0.60 -0.29
C -0.59 -6.71 -0.54 -1.11
C -1.20 -7.71 -1.25 -0.55
C -2.31 -7.50 -2.00 -0.92
H -2.50 -4.13 -1.53 0.41
H -0.58 -4.71 0.00 0.79
H 0.31 -6.89 0.05 0.70
H -0.91 -8.75 -1.17 0.43
H -2.71 -8.29 -2.62 0.43
F 2.11 11.14 3.02 -0.31
C 1.52 9.93 2.79 0.46
C 1.56 8.88 3.72 -0.79
C 1.19 7.62 3.34 -0.17
C 0.50 7.43 2.14 -0.27
C 0.40 8.50 1.21 -0.51
C 0.98 9.74 1.50 -0.54
H 2.05 9.08 4.66 0.38
H 1.42 6.79 3.99 0.53
H 0.07 6.46 2.00 0.40
H -0.16 8.39 0.29 0.41
H 0.74 10.55 0.82 0.38
```


ORCA calculation (the ωB97M-V functional and the def2-TZVPD basis) on C47H44BiO4P2Se2Si as an isolated structure.

Results
* molecular weight: 1129.80 u
* F_max: 0.0168 Eh/bohr
* E: -8108.27564 Ha
* charge: -1
* HOMO: -5.467 eV

XYZ file:
```
101
Properties=species:S:1:pos:R:3:mulliken_charge:R:1
Bi 0.29 0.73 -0.77 1.06
C 0.05 8.18 3.02 -0.46
C -0.98 7.35 3.42 -0.77
C -1.05 6.04 2.97 0.08
C -0.09 5.54 2.09 -0.31
C 0.95 6.38 1.70 -0.38
C 1.02 7.69 2.15 -0.61
P 0.01 3.79 1.53 -0.37
C -1.36 3.03 2.47 0.71
C -1.03 2.28 3.59 -0.41
C -2.03 1.69 4.37 -0.68
C -3.36 1.85 4.02 -0.53
C -3.69 2.61 2.90 -0.84
C -2.70 3.19 2.13 -0.10
C -0.61 3.89 -0.19 0.65
C -1.29 5.03 -0.62 -0.03
C -1.63 5.21 -1.95 -0.71
C -1.27 4.26 -2.89 -0.95
C -0.62 3.11 -2.47 0.06
C -0.27 2.89 -1.14 -0.50
H 0.11 9.19 3.39 0.37
H -1.75 7.72 4.10 0.40
H -1.86 5.40 3.30 0.36
H 1.72 6.00 1.03 0.39
H 1.84 8.33 1.84 0.39
H 0.01 2.13 3.85 0.36
H -1.76 1.10 5.23 0.39
H -4.13 1.38 4.61 0.35
H -4.74 2.73 2.62 0.42
H -2.96 3.77 1.25 0.69
H -1.58 5.77 0.11 0.45
H -2.18 6.10 -2.25 0.37
H -1.51 4.40 -3.94 0.42
H -0.33 2.37 -3.21 0.35
O 2.39 -1.32 -2.08 -0.30
C 1.72 -1.47 -3.32 2.13
C 1.23 -0.05 -3.78 0.12
O 0.58 0.04 -4.82 -0.75
O 1.55 0.90 -3.00 -0.76
C 2.70 -2.08 -4.35 -0.56
C 3.76 -2.85 -3.88 -0.18
C 4.66 -3.43 -4.76 -0.87
C 4.51 -3.26 -6.12 -0.38
C 3.45 -2.51 -6.60 -0.89
C 2.54 -1.93 -5.73 -0.25
C 0.58 -2.45 -3.11 -0.56
C 0.61 -3.28 -1.99 -0.16
C -0.38 -4.23 -1.78 -0.71
C -1.41 -4.37 -2.70 -0.46
C -1.44 -3.55 -3.82 -0.97
C -0.46 -2.59 -4.02 0.03
H 2.88 -0.49 -2.17 0.45
H 3.88 -2.98 -2.81 0.48
H 5.49 -4.02 -4.37 0.39
H 5.23 -3.70 -6.81 0.38
H 3.33 -2.36 -7.67 0.39
H 1.72 -1.33 -6.10 0.43
H 1.42 -3.18 -1.28 0.44
H -0.35 -4.86 -0.90 0.41
H -2.18 -5.12 -2.54 0.40
H -2.24 -3.66 -4.54 0.38
H -0.50 -1.94 -4.88 0.44
Se 3.24 -0.92 1.10 -0.08
P 2.46 -1.55 3.13 -0.31
Se 2.12 1.19 1.06 -0.13
C 3.25 -3.22 3.13 0.37
C 2.96 -4.18 2.15 0.12
C 3.55 -5.43 2.19 -0.66
C 4.45 -5.74 3.21 -0.42
C 4.76 -4.79 4.17 -0.50
C 4.16 -3.54 4.13 -0.61
C 0.73 -2.09 2.79 -0.10
C 0.02 -2.58 3.88 -0.67
C -1.28 -3.05 3.74 -0.78
C -1.89 -3.01 2.49 -0.91
C -1.19 -2.53 1.39 -0.53
C 0.11 -2.07 1.54 1.68
H 2.26 -3.94 1.36 0.24
H 3.32 -6.16 1.42 0.41
H 4.90 -6.73 3.25 0.36
H 5.48 -5.02 4.94 0.37
H 4.40 -2.80 4.88 0.33
H 0.49 -2.59 4.86 0.40
H -1.81 -3.44 4.59 0.37
H -2.91 -3.36 2.38 0.39
H -1.66 -2.51 0.41 0.61
H 0.65 -1.71 0.68 -0.40
C -4.03 -0.73 0.92 -1.34
Si -2.99 0.34 -0.26 1.52
C -4.04 1.84 -0.72 -1.12
C -2.76 -0.61 -1.88 -0.97
O -1.58 0.71 0.42 -0.80
H -4.98 -0.24 1.15 0.52
H -3.50 -0.90 1.86 0.16
H -4.26 -1.70 0.47 0.38
H -5.00 1.52 -1.14 0.45
H -3.53 2.46 -1.47 0.18
H -4.26 2.48 0.14 0.22
H -3.71 -0.84 -2.37 0.49
H -2.23 -1.56 -1.72 -0.18
H -2.17 -0.03 -2.60 0.26
```


ORCA calculation (the ωB97M-V functional and the def2-TZVPD basis) on one molecule with the formula C2H3NO2S2 at a distorted geometry.

Results
* molecular weight: 137.19 u
* SMILES string: O=S1#S(O)=CC=N1
* F_max: 0.0484 Eh/bohr
* E: -1079.50744 Ha
* HOMO: -8.813 eV

XYZ file:
```
10
Properties=species:S:1:pos:R:3:nbo_charge:R:1
C 0.09 1.49 0.06 0.03
C 0.71 0.39 -0.42 -0.53
N -1.02 1.25 0.91 -0.78
O -2.20 -0.07 -0.95 -0.94
O 1.18 -1.93 0.54 -0.85
S 0.07 -1.22 -0.36 0.72
S -1.95 0.06 0.47 1.38
H 0.42 2.58 -0.20 0.24
H 1.75 0.34 -0.55 0.24
H 0.95 -2.89 0.51 0.50
```


ORCA calculation (the ωB97M-V functional and the def2-TZVPD basis) on a 4-piece molecular cluster, C3H14O3S overall at a distorted geometry.

Results
* molecular weight: 130.21 u
* SMILES string: CCCS.O.O.O
* F_max: 0.0236 Eh/bohr
* E: -746.58550 Ha
* HOMO: -9.513 eV

XYZ file:
```
21
Properties=species:S:1:pos:R:3:nbo_charge:R:1
C -0.12 0.53 2.40 -0.61
C 0.48 0.27 1.03 -0.41
C 1.90 0.85 0.95 -0.50
S 2.86 0.23 -0.48 -0.07
H -1.19 0.67 2.31 0.22
H 0.15 -0.27 3.09 0.21
H 0.28 1.43 2.85 0.21
H -0.08 0.67 0.19 0.21
H 0.57 -0.79 0.79 0.19
H 1.83 1.94 0.92 0.22
H 2.48 0.59 1.83 0.21
H 3.35 1.40 -0.90 0.13
H 0.08 -2.74 -1.11 0.49
H -1.06 -2.04 -0.29 0.48
O -0.86 -2.73 -0.93 -0.96
H -4.26 -2.30 -1.48 0.46
H -2.78 -2.54 -1.71 0.48
O -3.54 -2.11 -2.11 -0.95
H -0.04 2.60 -3.17 0.47
H 0.32 1.90 -1.90 0.46
O -0.38 2.44 -2.28 -0.93
```